<1>
# CHNO3S

A 2-piece molecular cluster, CHNO3S overall (wB97M-V/def2-TZVPD, the Open Molecules 2025 dataset).

CARTESIAN COORDINATES (ANGSTROEM)
O  -1.347  -0.982  -1.969
C  -1.303  0.059  -1.524
S  -1.637  1.542  -1.043
O  0.193  -0.358  0.154
N  1.242  0.210  0.389
O  1.626  0.107  1.642
H  1.227  -0.578  2.351

## Properties
LUMO (hartree): -0.0101
Highest occupied orbital energy (hartree): -0.368
SMILES string: O=C=S.O=NO

<2>
# CHNO3S

One molecule with the formula CHNO3S (wB97M-V/def2-TZVPD, the Open Molecules 2025 dataset).

CARTESIAN COORDINATES (ANGSTROEM)
O  3.095  0.785  -0.279
N  3.335  -0.330  0.011
O  2.172  -1.124  0.519
C  0.832  -0.914  0.120
O  0.442  0.388  -0.053
S  0.066  -2.291  -0.132
H  -0.466  0.427  -0.331

## Properties
LUMO (hartree): -0.0341
Highest occupied orbital energy (hartree): -0.345
SMILES string: O=NOC(O)=S

<3>
# CHNO3S

One molecule with the formula CHNO3S (wB97M-V/def2-TZVPD, the Open Molecules 2025 dataset).

CARTESIAN COORDINATES (ANGSTROEM)
O  1.816  1.219  -0.418
N  1.991  0.430  0.369
O  0.770  -0.705  0.306
C  -0.436  -0.509  0.004
O  -0.891  0.746  0.061
S  -1.480  -1.879  -0.107
H  -1.770  0.698  -0.215

## Properties
LUMO (hartree): -0.0695
Highest occupied orbital energy (hartree): -0.315
SMILES string: O=NOC(O)=S

Computed stability ranking, most favorable first: <1>, <3>, <2>

<1>
# C46H39CaF5N6O8

C46H39CaF5N6O8 as an isolated structure (wB97M-V/def2-TZVPD, the Open Molecules 2025 dataset).

CARTESIAN COORDINATES (ANGSTROEM)
Ca  -0.209  1.260  1.792
O  1.675  2.408  5.695
C  1.107  1.799  4.648
O  1.410  2.109  3.511
C  0.137  0.721  5.000
C  -0.084  0.373  6.304
C  -1.099  -0.605  6.530
C  -1.734  -1.193  5.494
C  -1.350  -0.867  4.127
N  -0.465  0.183  3.928
C  -1.834  -1.557  3.073
O  -2.771  -2.559  3.145
O  -1.446  -1.229  1.755
H  2.250  3.096  5.330
H  0.436  0.860  7.113
H  -1.375  -0.864  7.545
H  -2.522  -1.916  5.652
H  -2.331  -3.420  3.143
C  -1.232  0.466  -5.530
O  -2.512  0.871  -5.052
C  -3.272  -0.186  -4.600
C  -4.176  -0.813  -5.436
C  -4.961  -1.850  -4.951
C  -4.845  -2.236  -3.625
C  -3.954  -1.594  -2.775
C  -3.147  -0.573  -3.263
N  -2.227  0.154  -2.481
C  -1.684  -0.212  -1.270
N  -1.428  -1.553  -1.160
C  -0.602  -2.240  -0.238
C  -0.630  -2.146  1.153
C  0.190  -2.977  1.920
C  1.024  -3.894  1.322
C  1.081  -4.003  -0.064
C  0.274  -3.175  -0.824
O  0.239  -3.198  -2.190
C  1.165  -4.030  -2.860
N  -1.372  0.612  -0.343
C  -1.781  1.990  -0.344
C  -2.866  3.355  1.732
C  -3.356  4.532  0.847
C  -2.008  4.886  -0.851
C  -0.744  4.153  -1.104
C  -0.625  2.909  -0.650
O  0.566  2.276  -0.399
C  1.752  3.069  -0.449
H  -0.695  1.373  -5.799
H  -1.335  -0.173  -6.411
H  -0.679  -0.075  -4.757
H  -4.257  -0.472  -6.460
H  -5.669  -2.343  -5.604
H  -5.469  -3.028  -3.233
H  -3.901  -1.871  -1.731
H  -2.230  1.147  -2.664
H  -1.453  -2.028  -2.051
H  0.160  -2.855  2.996
H  1.649  -4.530  1.937
H  1.730  -4.728  -0.531
H  1.004  -3.869  -3.922
H  0.999  -5.084  -2.623
H  2.192  -3.755  -2.603
H  -3.537  3.124  2.561
H  -4.274  5.031  1.148
H  -2.211  5.703  -1.543
H  0.135  4.744  -1.319
H  2.554  2.415  -0.117
H  1.656  3.933  0.211
H  1.949  3.392  -1.473
F  0.134  5.329  1.553
C  -1.118  4.764  1.591
C  -1.416  3.604  2.162
C  -2.872  2.171  0.799
F  -3.247  0.983  1.335
C  -3.184  2.508  -0.601
F  -4.088  1.848  -1.365
C  -3.286  4.047  -0.615
F  -4.325  4.419  -1.435
C  -2.103  5.383  0.654
F  -2.240  6.756  0.742
C  4.943  -2.949  -0.071
N  4.505  -1.855  0.797
N  3.341  -1.186  0.422
C  2.642  -0.803  1.556
O  1.610  -0.137  1.536
C  3.387  -1.328  2.666
C  4.462  -1.980  2.165
C  5.501  -2.774  2.874
C  3.266  -0.565  -0.849
C  2.020  -0.314  -1.409
C  1.942  0.315  -2.642
C  3.093  0.673  -3.327
C  4.335  0.416  -2.760
C  4.428  -0.193  -1.518
H  4.263  -3.014  -0.916
H  4.919  -3.898  0.463
H  5.950  -2.769  -0.445
H  3.109  -1.197  3.698
H  5.427  -2.599  3.945
H  6.502  -2.501  2.540
H  5.368  -3.844  2.699
H  1.126  -0.579  -0.868
H  0.965  0.529  -3.059
H  3.027  1.158  -4.292
H  5.240  0.703  -3.280
H  5.394  -0.364  -1.061

## Properties
LUMO (hartree): 0.0029
Highest occupied orbital energy (hartree): -0.207

<2>
# C46H39CaF5N6O8

C46H39CaF5N6O8 as an isolated structure (wB97M-V/def2-TZVPD, the Open Molecules 2025 dataset).

CARTESIAN COORDINATES (ANGSTROEM)
Ca  0.492  -0.138  0.245
O  -2.548  0.636  3.300
C  -1.935  0.757  2.127
O  -0.803  1.150  1.992
C  -2.782  0.381  0.952
C  -4.102  -0.025  1.027
C  -4.745  -0.313  -0.169
C  -4.051  -0.208  -1.362
C  -2.711  0.172  -1.326
N  -2.109  0.473  -0.188
C  -1.832  0.211  -2.540
O  -2.915  -0.359  -4.641
O  -0.486  0.548  -2.224
H  -1.892  0.832  3.988
H  -4.598  -0.111  1.983
H  -5.781  -0.627  -0.171
H  -4.546  -0.432  -2.298
H  -3.457  -0.937  -4.093
C  -2.621  -5.487  -5.615
O  -2.499  -4.687  -4.453
C  -3.487  -4.785  -3.514
C  -4.573  -5.638  -3.600
C  -5.528  -5.649  -2.586
C  -5.400  -4.797  -1.506
C  -4.319  -3.926  -1.427
C  -3.343  -3.922  -2.414
N  -2.248  -3.046  -2.428
C  -1.469  -2.641  -1.341
N  -1.658  -3.316  -0.198
C  -1.273  -3.021  1.150
C  -0.428  -1.979  1.518
C  -0.146  -1.928  2.900
C  -0.636  -2.837  3.824
C  -1.486  -3.860  3.409
C  -1.807  -3.944  2.067
O  -2.635  -4.914  1.535
C  -3.101  -5.923  2.403
N  -0.624  -1.672  -1.472
C  -0.727  -0.809  -2.581
C  -2.438  0.730  -3.842
C  -1.441  1.517  -4.635
C  -0.302  1.000  -5.091
C  0.149  -0.377  -4.925
C  -0.105  -1.192  -3.895
O  0.197  -2.520  -3.897
C  0.587  -3.094  -5.131
H  -1.762  -5.251  -6.237
H  -3.538  -5.252  -6.161
H  -2.607  -6.551  -5.366
H  -4.685  -6.302  -4.445
H  -6.369  -6.325  -2.656
H  -6.142  -4.796  -0.719
H  -4.226  -3.252  -0.586
H  -1.723  -3.059  -3.292
H  -2.177  -4.177  -0.280
H  0.520  -1.148  3.267
H  -0.364  -2.766  4.871
H  -1.880  -4.568  4.125
H  -3.681  -6.610  1.792
H  -3.740  -5.511  3.189
H  -2.269  -6.462  2.867
H  -3.284  1.378  -3.587
H  -1.669  2.558  -4.822
H  0.335  1.633  -5.699
H  0.720  -0.776  -5.754
H  0.574  -4.171  -4.981
H  1.594  -2.774  -5.408
H  -0.115  -2.822  -5.923
F  1.476  2.316  2.849
C  2.483  1.397  2.791
C  2.559  0.511  1.735
C  3.685  -0.279  1.801
F  3.969  -1.174  0.797
C  4.631  -0.264  2.813
F  5.704  -1.078  2.796
C  4.467  0.620  3.862
F  5.358  0.668  4.863
C  3.378  1.471  3.847
F  3.223  2.358  4.847
C  4.620  -4.190  -2.844
N  3.652  -3.117  -3.030
N  2.896  -2.733  -1.925
C  2.658  -1.374  -1.979
O  1.958  -0.758  -1.172
C  3.360  -0.906  -3.141
C  3.967  -1.974  -3.712
C  4.893  -2.030  -4.876
C  2.193  -3.724  -1.183
C  2.108  -3.631  0.195
C  1.438  -4.622  0.901
C  0.877  -5.703  0.240
C  0.971  -5.790  -1.144
C  1.620  -4.799  -1.859
H  4.235  -4.883  -2.102
H  5.584  -3.807  -2.501
H  4.749  -4.727  -3.782
H  3.372  0.117  -3.474
H  4.980  -1.043  -5.323
H  4.534  -2.728  -5.635
H  5.889  -2.355  -4.570
H  2.555  -2.793  0.707
H  1.346  -4.529  1.975
H  0.357  -6.470  0.799
H  0.530  -6.628  -1.670
H  1.695  -4.854  -2.936

## Properties
LUMO (hartree): -0.0074
Highest occupied orbital energy (hartree): -0.267

Computed stability ranking, most favorable first: <2>, <1>